(1)
56
Properties=species:S:1:pos:R:3 method="wB97M-V/def2-TZVPD" total_charge=-1 max_force_ev_per_a=10.8 multiplicity=1 total_energy_ha=-2199.61057 lumo_energy_ev=2.8 de_lowest_ev=0.0000
H 0.3276 -0.4648 -2.7975
H -2.4728 -3.5738 -2.9191
H 0.2818 -5.5686 -1.0978
H -0.7601 -0.3947 -0.5683
H 0.5877 1.2855 1.4989
S -0.3992 -3.4675 -1.9022
H 2.5119 5.0211 2.1835
O -0.5739 -1.1517 0.1982
C 2.7288 -1.5968 -1.3970
C -2.0530 -2.8982 -2.1004
C 0.7693 4.7711 3.3347
H 1.3250 -5.1208 1.5280
H 1.7196 -2.2354 3.8520
C -0.2205 3.7751 3.7683
H -2.7432 -2.8989 -1.2409
O 0.2064 -3.5809 -3.2955
C -2.5116 1.6193 -1.6972
C 1.5939 -4.1124 1.7484
O 3.0988 1.1658 -1.2838
H 3.6338 -1.7423 -1.0788
C 0.6628 2.1150 1.9345
O -0.5891 -4.0585 3.1543
H 2.1625 -3.7235 0.7989
H -3.8340 2.4636 -3.2949
H 1.8946 -0.0306 -3.4120
S 0.1628 -3.0767 2.2449
H -3.3189 4.7235 -2.9816
H -2.5900 0.5933 -1.9787
C -1.4704 3.5759 -0.3757
C -0.6496 -5.1153 -1.2253
H 2.4538 -2.1322 -2.3859
C 1.6176 3.1909 1.5229
H 2.2541 -2.3050 -0.6829
H -1.2715 -5.7384 -2.0464
H -1.1728 3.8952 0.4981
C -2.7678 3.9942 -2.4260
S 2.0252 0.0204 -1.1021
C -1.6665 1.9991 -0.6215
H -1.8836 5.5415 -1.2611
C 1.1268 0.0639 -2.6293
C -0.2644 2.3489 3.0201
H -1.4658 1.4708 0.1786
H 2.3009 3.1517 0.7664
C -3.1637 2.6218 -2.5284
C 1.6261 4.3713 2.2735
H 0.4597 -1.2254 3.5952
H -0.9487 1.5623 3.1049
H -0.8809 3.8747 4.6669
H -1.7463 -1.8891 -2.4662
H 1.5642 -1.3491 2.0919
H 0.7665 1.1874 -2.9265
H 2.3605 -4.2906 2.4821
H 0.9122 5.7452 3.7429
C 1.1589 -1.8229 3.0737
H -0.8159 -5.1106 -0.2230
C -2.0595 4.5262 -1.3160

---

(2)
93
Properties=species:S:1:pos:R:3 method="wB97M-V/def2-TZVPD" total_charge=+2 max_force_ev_per_a=9.7 multiplicity=1 total_energy_ha=-16828.89505 lumo_energy_ev=-11.1
O 5.8952 -1.6224 2.4949
P 6.9644 5.3260 0.2023
O 1.9127 -6.6966 -3.0183
K -9.0379 -0.9994 -2.0461
H 6.9491 9.5524 -0.0909
H -6.6248 -1.2094 -0.0896
H -5.4058 1.6140 -0.9028
H -3.4029 -0.4937 4.0311
C -5.5838 -7.7169 -1.0042
O -6.7417 -6.1081 -2.2180
O -2.4057 -4.2849 -0.9499
C 6.2250 7.7617 0.8818
C -7.4598 1.0256 -0.0212
O -14.7953 -3.5243 -4.3305
F -0.7993 -3.3927 -2.6325
C 1.5970 -6.1754 -4.0769
O 5.9462 4.0161 0.0443
C -3.6697 -0.8918 2.9488
N 5.2052 -2.7798 4.7070
H -6.4456 -8.3873 -0.9885
C -4.9550 -1.5801 -2.4238
O -1.8643 0.2861 1.5807
Be 1.8742 -4.5128 2.1679
S 4.8285 -2.2258 3.2865
H -4.9235 -7.9382 -1.8451
H 7.5280 3.3601 -2.5123
H -6.1207 -0.1501 1.4012
H -4.7953 2.8995 1.9671
N -6.0958 -6.3319 -1.1877
O -3.8219 -1.1377 -0.2564
S 5.5355 -1.6158 5.7108
I -2.6006 1.2697 -1.6977
O 5.8003 6.4536 0.5431
H 6.0805 8.4349 -1.1722
H -4.5185 -4.3686 -1.4359
C -3.1825 0.1920 1.7720
C 6.7719 8.4994 -0.3256
F 6.7126 -0.8110 4.9955
O -12.0386 -1.8785 -2.9032
O -5.3021 -0.1578 -2.1020
H -2.8002 -1.7796 -1.9843
H -2.9549 2.6597 1.6397
H 1.3883 -0.0316 1.6049
O 1.8841 -5.0218 -4.4166
H -4.8382 -1.0518 2.9390
O -5.8383 -5.5111 -0.2995
H 7.1549 2.7347 1.1468
C 8.2850 4.1247 -2.3145
P -4.6132 0.4220 -0.5702
Li -2.4848 -1.6297 -3.5475
F -1.1861 -5.7341 -2.3896
H 6.9687 7.7208 1.6833
C -3.7899 -2.0955 -1.3959
H 4.1745 2.8969 1.8675
H -3.1325 -1.9367 2.8491
O 7.3185 5.0529 1.6847
H 5.3215 3.9924 2.6097
H 8.7179 3.9029 -1.3332
C 6.1001 2.8853 0.8878
O 4.5298 -0.5827 5.9250
H 5.4899 2.2423 2.8639
F 4.6409 -3.6115 2.5031
H 7.7216 8.0619 -0.6474
Br -8.0515 2.1489 1.5637
O 6.2033 -2.0632 6.9327
C 1.6011 0.3370 0.5960
H 9.0812 4.0411 -3.0598
I -6.7735 -2.7498 -2.7399
Br 3.4346 -0.1645 0.1829
C 5.2307 3.0128 2.1322
H 5.3510 8.2966 1.2664
C -6.2960 -0.1355 0.2385
C -4.0195 2.4816 1.1617
Br 1.3705 2.2683 0.6365
H 5.7895 2.0031 0.3228
H -4.2149 3.0825 0.1782
Cs 3.0185 -2.4466 6.1724
C -3.7348 -3.6581 -0.9067
C -1.8687 -4.3879 -2.3125
H 8.4193 6.2676 -2.0867
H -4.0562 -3.6536 0.2436
N -4.2596 0.9941 1.0778
H -4.4902 -1.5090 -3.5179
H 7.3050 5.7321 -3.3508
F -2.8763 -4.3863 -3.3960
O -8.0121 1.2955 -1.2114
H -5.0372 -7.7694 -0.0603
O 3.5001 -1.6495 3.1142
V -13.4170 -2.7014 -3.6168
O 6.5688 5.6312 -1.4540
Br 0.3292 -0.5188 -0.6015
O 0.9416 -6.7209 -4.9722
C 7.6707 5.5118 -2.3427

---

(3)
56
Properties=species:S:1:pos:R:3 method="wB97M-V/def2-TZVPD" total_charge=0 max_force_ev_per_a=1.3 multiplicity=1 total_energy_ha=-1844.43537 lumo_energy_ev=0.4 smiles=CCCC#N.CCCC#N.CCCC#N.CCCC#N.ClCCCl de_lowest_ev=0.3754
H -0.2701 -1.6180 3.1623
H 1.8754 5.3509 3.4516
H -1.9791 1.0672 -5.1205
H 0.8858 5.6435 -0.0922
N 0.0011 2.8834 1.1817
C -3.0149 1.6021 -2.7230
H -1.0794 -6.5767 -0.5079
H 1.6000 -0.7867 -3.1762
H -1.5493 -4.9915 -1.0822
C 0.4610 3.9317 1.0612
H -3.2480 2.4194 -3.4111
H 1.6478 -0.1267 2.4049
C 1.1365 -1.2465 -1.0834
C -1.6772 -3.7097 1.2755
H 2.3046 0.2996 -0.0308
H -1.5529 0.1183 -2.2816
H 2.0431 -2.4022 -2.6936
H 0.8695 -5.4516 -1.3896
H 0.1032 -1.3181 -1.4238
C -1.6324 -5.1377 1.0323
H 1.0746 -5.5347 0.3638
H -2.2390 -0.5611 -4.4843
H 0.1611 4.9200 3.6821
C 0.4772 -5.0932 -0.4353
C 0.1906 -0.8510 3.7758
H 2.0638 0.1137 4.0924
N 4.4813 -0.5910 -2.0065
N -5.0194 -0.0822 -2.6866
H 1.1901 7.1350 1.8464
H -0.4786 6.4467 1.8387
C 1.6258 -0.5921 3.3878
C 0.8459 5.7134 3.3880
H 0.7594 6.5099 4.1286
H 2.1313 5.1182 1.0116
C -4.1402 0.6641 -2.6966
C -1.6740 0.9387 -2.9912
H -0.8522 1.6459 -2.9072
C 0.5817 6.2413 1.9735
H -0.5943 0.1362 -4.7167
H 0.6064 0.1707 0.4465
Cl 0.0483 -1.4020 5.4723
H 1.1072 0.9146 -1.0938
H -1.2154 -5.6905 1.8751
H 1.3976 -2.0843 -0.4392
C 1.2930 0.0947 -0.3936
C -1.6185 0.3271 -4.3949
C 2.0053 -1.3667 -2.3423
Cl 2.6164 -2.0609 3.3715
H -3.0072 2.0952 -1.7413
H 0.5998 -4.0114 -0.4403
C 1.0478 5.2427 0.9074
H -2.6704 -5.4928 0.9814
C 3.3943 -0.9380 -2.1521
C -0.9822 -5.5132 -0.3029
N -1.7452 -2.5796 1.4419
H -0.3869 0.0660 3.6865